ORCA calculation (wB97M-V/def2-TZVPD) on 13 unconnected molecules or ions with the total composition C22H70O18 at a distorted geometry.

Properties
LUMO energy	0.42	eV
HOMO level	-9.524	eV

```
110
C22H70O18 wB97M-V/def2-TZVPD
C 5.406 -1.149 0.563
C 4.690 -0.999 -0.769
O 3.900 0.206 -0.775
H 6.197 -1.895 0.536
H 4.784 -1.392 1.413
H 5.779 -0.123 0.745
H 4.021 -1.827 -1.039
H 5.338 -0.942 -1.657
H 3.598 0.494 -1.673
C -1.558 -0.820 -0.098
C -1.415 0.621 0.135
O -2.761 0.990 0.551
H -2.283 -1.021 -0.880
H -1.943 -1.380 0.792
H -0.619 -1.287 -0.450
H -1.107 1.196 -0.799
H -0.727 0.969 0.926
H -3.023 1.967 0.512
C -2.433 -4.061 4.023
C -3.185 -3.078 3.103
O -3.247 -3.598 1.797
H -1.424 -4.363 3.535
H -2.970 -5.004 4.087
H -2.229 -3.720 5.028
H -2.607 -2.155 3.043
H -4.245 -2.877 3.548
H -4.132 -3.554 1.434
C 5.006 2.696 -5.924
C 5.908 2.029 -4.909
O 5.375 0.757 -4.549
H 4.830 2.039 -6.780
H 5.408 3.660 -6.313
H 4.051 2.981 -5.440
H 6.206 2.680 -4.063
H 6.858 1.769 -5.452
H 4.522 0.940 -4.144
C -3.047 4.368 0.854
O -3.273 3.344 -0.096
H -2.081 4.863 0.797
H -3.814 5.101 0.666
H -3.184 3.954 1.878
H -3.211 3.592 -1.060
C -3.900 2.083 -2.840
O -3.762 3.527 -2.736
H -3.732 1.731 -3.836
H -3.107 1.639 -2.280
H -4.834 1.714 -2.423
H -4.336 4.003 -3.300
C 1.565 -2.069 -3.936
O 1.238 -1.701 -2.580
H 2.604 -2.432 -3.952
H 0.910 -2.846 -4.416
H 1.643 -1.202 -4.586
H 0.263 -1.705 -2.504
C 1.788 -1.222 1.628
O 1.906 0.069 0.944
H 2.446 -1.996 1.224
H 2.068 -0.996 2.726
H 0.783 -1.628 1.509
H 2.746 0.149 0.410
C 1.927 3.847 2.353
C 2.886 2.690 2.459
O 2.259 1.594 3.105
O 0.924 3.582 1.353
H 2.485 4.619 1.837
H 1.463 4.199 3.270
H 3.805 2.902 2.988
H 3.172 2.570 1.396
H 2.070 0.879 2.449
H 0.120 3.249 1.761
C 0.717 2.626 -3.107
C 2.024 2.263 -2.378
O 2.711 1.189 -2.986
O -0.159 1.537 -3.193
H 1.005 3.106 -4.058
H 0.322 3.486 -2.525
H 1.733 1.900 -1.383
H 2.679 3.137 -2.361
H 2.123 0.425 -3.069
H -0.430 1.369 -2.283
C -1.167 0.001 3.965
C -1.540 1.463 3.909
O -0.446 2.344 3.513
O -0.156 -0.243 4.965
H -0.840 -0.329 2.944
H -2.030 -0.533 4.346
H -1.657 1.768 4.928
H -2.367 1.587 3.169
H 0.471 1.905 3.632
H 0.706 0.077 4.698
C -5.515 -0.820 0.846
C -6.078 -2.127 0.331
O -5.108 -2.975 -0.259
O -5.009 -0.225 -0.292
H -4.835 -1.032 1.618
H -6.290 -0.237 1.328
H -6.818 -1.857 -0.454
H -6.544 -2.646 1.135
H -4.451 -2.423 -0.743
H -4.198 0.317 -0.137
C -0.085 -4.815 1.503
C 0.887 -5.478 0.624
O 1.605 -4.408 -0.031
O -0.798 -3.789 0.833
H 0.461 -4.446 2.358
H -0.778 -5.512 1.923
H 0.338 -6.010 -0.180
H 1.638 -6.137 1.050
H 0.880 -3.852 -0.408
H -1.758 -3.827 1.112
```

ORCA calculation (wB97M-V/def2-TZVPD) on 2 unconnected molecules or ions with the total composition C3H6N3O2 at a distorted geometry.

Properties
LUMO energy (alpha / beta)	-6.89 / -5.88	eV
HOMO level (alpha / beta)	-13.389 / -13.564	eV
charge	+1
energy above the lowest of the compared OMol25 structures with the same formula, charge and spin	524.96	kJ/mol

```
14
C3H6N3O2 wB97M-V/def2-TZVPD
C 0.619 1.288 0.866
C -0.766 0.014 -0.480
C 0.331 -0.883 0.119
N -0.436 1.322 0.086
N 1.097 0.067 0.927
N 1.822 3.552 2.093
O 1.238 4.395 1.610
O 2.590 3.060 2.765
H -0.732 0.058 -1.571
H -1.771 -0.289 -0.173
H -0.074 -1.678 0.749
H 0.973 -1.331 -0.644
H -0.978 2.142 -0.132
H 1.899 -0.224 1.460
```

ORCA calculation (wB97M-V/def2-TZVPD) on 6 unconnected molecules or ions with the total composition C2H14O5 at a distorted geometry.

Properties
LUMO energy	0.50	eV
HOMO level	-9.518	eV
SMILES	C=C.O.O.O.O.O
energy above the lowest of the compared OMol25 structures with the same formula, charge and spin	170.70	kJ/mol

```
21
C2H14O5 wB97M-V/def2-TZVPD
C -2.619 -0.194 -2.154
C -2.223 0.720 -3.038
H -3.421 -0.134 -1.439
H -1.834 -0.929 -1.940
H -2.304 1.799 -2.869
H -1.485 0.545 -3.821
O 2.342 -1.988 -0.081
H 1.723 -2.112 -0.806
H 2.699 -1.156 -0.412
O 0.937 1.092 -1.663
H 0.297 0.822 -0.980
H 0.487 0.985 -2.498
O -1.251 0.710 0.501
H -2.093 0.638 0.926
H -0.652 0.966 1.230
O 0.404 1.175 2.897
H 0.965 1.687 3.470
H 0.885 0.354 2.698
O 1.427 -1.350 2.443
H 1.546 -1.514 1.493
H 1.708 -2.169 2.830
```

ORCA calculation (wB97M-V/def2-TZVPD) on a molecular structure, C27H26CaN5O6P2.

Properties
LUMO energy	-3.80	eV
HOMO level	-11.802	eV
charge	+1
energy above the lowest of the compared OMol25 structures with the same formula, charge and spin	3.76	kJ/mol

```
67
C27H26CaN5O6P2 wB97M-V/def2-TZVPD
Ca 0.184 0.386 -0.177
O -0.645 2.970 7.345
N -0.676 1.898 6.786
O -0.692 0.813 7.335
C -0.712 1.910 5.310
C -1.287 2.985 4.740
C -1.444 3.062 3.322
C -2.053 4.162 2.691
C -2.170 4.170 1.328
C -1.687 3.070 0.608
N -1.132 2.017 1.178
C -0.991 2.009 2.521
C -0.318 0.882 3.139
N 0.181 -0.067 2.315
C 0.815 -1.095 2.841
C 1.015 -1.245 4.214
C 0.523 -0.289 5.063
C -0.179 0.815 4.538
H -1.646 3.790 5.367
H -2.411 4.990 3.290
H -2.614 5.003 0.803
H -1.738 3.059 -0.474
H 1.186 -1.841 2.145
H 1.552 -2.101 4.596
H 0.665 -0.382 6.127
O 5.104 3.275 -2.533
C 5.521 2.181 -1.937
O 6.678 1.848 -1.899
C 4.505 1.339 -1.220
C 4.884 0.211 -0.528
N 3.773 -0.332 -0.012
N 2.672 0.378 -0.312
C 3.104 1.403 -1.050
C 2.093 2.411 -1.559
O 2.507 3.409 -2.142
O 0.875 2.127 -1.326
H 4.113 3.384 -2.454
H 5.865 -0.210 -0.393
H 3.709 -1.146 0.571
C 1.325 -3.083 -2.313
P 0.050 -2.566 -1.101
C 0.148 -3.945 0.100
C -1.507 -2.882 -2.016
C -2.002 -4.181 -2.129
C -3.167 -4.447 -2.829
C -3.854 -3.410 -3.438
C -3.370 -2.115 -3.345
C -2.203 -1.830 -2.639
P -1.579 -0.112 -2.522
C -0.576 0.078 -4.040
C -3.019 0.939 -2.918
H 1.125 -4.092 -2.677
H 2.307 -3.059 -1.840
H 1.342 -2.401 -3.161
H 0.168 -4.923 -0.379
H -0.689 -3.900 0.796
H 1.074 -3.836 0.668
H -1.482 -5.005 -1.662
H -3.536 -5.461 -2.895
H -4.767 -3.606 -3.985
H -3.921 -1.320 -3.827
H -1.154 -0.178 -4.929
H 0.307 -0.557 -3.997
H -0.240 1.114 -4.104
H -3.411 0.757 -3.919
H -2.685 1.977 -2.871
H -3.811 0.793 -2.184
```